The following is a DFT calculation (wB97M-V/def2-TZVPD) of a 2-piece molecular cluster, ClFH2NOP overall in a non-equilibrium geometry.

Molecular weight, g/mol: 117.4
LUMO energy, eV: -0.56
Relative energy (zero: lowest compared OMol25 entry of this formula, charge and spin), kJ/mol: 152.4
HOMO energy, eV: -11.23

Geometry as ORCA input:
```
! wB97M-V def2-TZVPD RIJCOSX def2/J DEFGRID3
* xyz 0 1
O 0.52 -0.32 0.18
H -1.86 1.66 -0.79
N -1.32 1.00 -1.33
P -0.23 -0.04 -1.04
F 1.52 -0.70 3.13
Cl 0.43 -1.08 -2.55
H 0.92 -0.51 2.41
*
```



The following is a DFT calculation (wB97M-V/def2-TZVPD) of ClFH2NOP in the gas phase in a non-equilibrium geometry.

Molecular weight, g/mol: 117.4
LUMO energy, eV: 0.21
SMILES string: N=[P@@](O)(F)Cl
Relative energy (zero: lowest compared OMol25 entry of this formula, charge and spin), kJ/mol: 25.1
HOMO energy, eV: -10.27

Geometry as ORCA input:
```
! wB97M-V def2-TZVPD RIJCOSX def2/J DEFGRID3
* xyz 0 1
H 1.25 -1.06 2.13
P 1.08 -0.24 -0.06
H -0.37 0.44 -1.69
F 1.56 -1.72 -0.63
N -0.26 0.25 -0.67
Cl 2.93 0.73 0.03
O 0.80 -0.58 1.40
*
```



The following is a DFT calculation (wB97M-V/def2-TZVPD) of a 2-piece molecular cluster, ClFH2NOP overall in a non-equilibrium geometry.

Molecular weight, g/mol: 117.4
LUMO energy, eV: -0.75
Relative energy (zero: lowest compared OMol25 entry of this formula, charge and spin), kJ/mol: 162.2
HOMO energy, eV: -11.49

Geometry as ORCA input:
```
! wB97M-V def2-TZVPD RIJCOSX def2/J DEFGRID3
* xyz 0 1
N -0.54 -0.80 1.20
Cl -2.53 -1.58 -0.82
P -0.99 -0.41 -0.24
H 1.64 1.23 -0.07
F 2.57 1.26 -0.34
H 0.37 -0.28 1.42
O -0.51 0.59 -1.15
*
```



The following is a DFT calculation (wB97M-V/def2-TZVPD) of ClFO2S in the gas phase in a non-equilibrium geometry.

Molecular weight, g/mol: 118.5
LUMO energy, eV: -3.21
Relative energy (zero: lowest compared OMol25 entry of this formula, charge and spin), kJ/mol: 369.9
HOMO energy, eV: -10.75

Geometry as ORCA input:
```
! wB97M-V def2-TZVPD RIJCOSX def2/J DEFGRID3
* xyz 0 1
Cl -2.12 1.30 -1.19
O -0.52 0.81 -0.25
S 0.95 -0.15 0.21
O 0.52 -1.26 -0.50
F 1.18 -0.71 1.73
*
```



The following is a DFT calculation (wB97M-V/def2-TZVPD) of ClFO4Sr2 as an isolated structure in a non-equilibrium geometry.

Molecular weight, g/mol: 293.7
LUMO energy, eV: -8.83
Relative energy (zero: lowest compared OMol25 entry of this formula, charge and spin), kJ/mol: 413.7
HOMO energy, eV: -17.66

Geometry as ORCA input:
```
! wB97M-V def2-TZVPD RIJCOSX def2/J DEFGRID3
* xyz 2 1
O 1.01 0.24 -1.33
Sr -0.31 0.74 2.77
O -0.28 -1.47 -0.26
Sr 1.33 0.89 -3.07
Cl -0.04 -0.06 -0.42
F -0.35 -1.15 2.51
O -0.14 0.34 0.96
O -1.23 0.47 -1.16
*
```



The following is a DFT calculation (wB97M-V/def2-TZVPD) of ClH10LiO5 as an isolated structure in a non-equilibrium geometry.

Molecular weight, g/mol: 132.5
LUMO energy, eV: -1.50
Relative energy (zero: lowest compared OMol25 entry of this formula, charge and spin), kJ/mol: 74.3
HOMO energy, eV: -10.80

Geometry as ORCA input:
```
! wB97M-V def2-TZVPD RIJCOSX def2/J DEFGRID3
* xyz 0 1
Li -1.06 2.89 -0.79
H 3.32 1.51 0.71
H 0.55 -0.98 1.12
H -1.59 0.45 3.47
O 0.85 -1.72 1.65
H -0.01 -2.96 -1.77
H -0.73 0.99 2.32
O -0.02 -2.15 -2.29
O -0.86 1.04 3.28
O -1.74 0.37 -3.47
H 0.23 -1.76 2.39
Cl -0.41 0.66 -0.32
H -1.56 0.09 -2.56
H -0.25 -1.46 -1.65
O 2.52 1.79 1.16
H 1.81 1.31 0.72
H -1.05 -0.07 -3.98
*
```



The following is a DFT calculation (wB97M-V/def2-TZVPD) of a 7-piece molecular cluster, ClH12O6 overall in a non-equilibrium geometry.

Molecular weight, g/mol: 143.5
LUMO energy, eV: 3.39
Relative energy (zero: lowest compared OMol25 entry of this formula, charge and spin), kJ/mol: 38.6
HOMO energy, eV: -6.67

Geometry as ORCA input:
```
! wB97M-V def2-TZVPD RIJCOSX def2/J DEFGRID3
* xyz -1 1
H 0.48 -2.25 0.62
H -1.57 -0.85 -0.48
H 0.48 1.86 1.75
H -0.77 0.67 -2.26
O 0.25 -2.89 1.27
H 1.48 1.18 -1.47
O -2.51 -0.69 -0.31
O 1.90 2.05 -1.61
H -2.19 1.09 -2.62
H 1.65 -0.47 1.12
O -0.31 1.51 1.35
H 1.33 2.62 -1.13
O 2.13 -0.49 1.96
H -0.43 -2.42 1.70
H -2.85 -1.28 0.33
H 1.80 -1.29 2.41
O -1.29 1.41 -2.58
Cl 0.53 -0.50 -0.87
H -0.10 0.73 0.82
*
```



The following is a DFT calculation (wB97M-V/def2-TZVPD) of a 10-piece molecular cluster, ClH18O13 overall in a non-equilibrium geometry.

Molecular weight, g/mol: 261.6
LUMO energy (spin up / spin down), eV: -0.45 / -7.81
HOMO energy (spin up / spin down), eV: -11.55 / -11.41

Geometry as ORCA input:
```
! wB97M-V def2-TZVPD RIJCOSX def2/J DEFGRID3
* xyz 0 2
O 0.63 2.19 3.44
H -0.74 -0.48 -4.69
H 0.00 -2.45 0.06
O -0.60 -0.65 1.46
O -1.58 -3.70 -1.68
O 4.42 1.27 0.35
O 0.28 -3.36 0.14
O 1.03 0.47 0.12
O -1.10 1.43 0.64
H 2.57 -2.07 2.16
H -3.56 0.14 1.73
H 0.05 2.05 4.19
H 3.64 1.81 0.48
H 0.32 1.57 2.78
H -3.37 0.82 3.06
H -0.59 -0.87 -3.24
O -0.84 -1.22 -4.09
H 4.80 1.18 1.22
H 0.61 1.12 -1.94
O 3.06 -1.32 1.82
O -2.12 3.60 -1.23
H -1.73 -2.94 -2.24
H -1.07 -3.35 -0.94
H 1.73 1.22 -2.95
H -1.64 3.05 -0.62
Cl -0.41 0.22 0.36
H 2.38 -0.69 1.57
O 0.78 1.24 -2.88
O -4.01 0.69 2.37
H 0.69 -3.42 1.00
O -0.93 -0.53 -0.75
H -2.69 2.99 -1.71
*
```



The following is a DFT calculation (wB97M-V/def2-TZVPD) of ClH18O9 as an isolated structure in a non-equilibrium geometry.

Molecular weight, g/mol: 197.6
LUMO energy, eV: 2.93
Relative energy (zero: lowest compared OMol25 entry of this formula, charge and spin), kJ/mol: 1368.7
HOMO energy, eV: -5.30

Geometry as ORCA input:
```
! wB97M-V def2-TZVPD RIJCOSX def2/J DEFGRID3
* xyz -1 1
H -19.69 17.76 1.28
H -18.60 18.06 -0.51
H -15.36 19.05 0.98
H -18.13 18.88 -1.69
O -16.72 15.96 0.17
H -16.37 15.33 0.80
H -17.47 19.46 3.23
H -16.86 18.87 0.89
O -16.12 19.28 0.44
O -16.22 17.58 -1.00
H -18.62 15.88 0.55
H -20.03 16.35 0.84
O -19.54 15.61 0.47
O -18.51 16.89 3.14
O -20.48 17.25 1.47
H -20.36 20.06 0.32
H -16.04 18.37 -0.48
H -18.25 15.98 3.06
H -16.60 16.96 -0.37
H -19.44 18.98 0.84
H -20.43 17.07 2.41
H -17.19 16.60 0.71
O -18.86 18.34 -1.39
H -18.37 18.97 2.11
O -20.35 19.27 0.85
Cl -18.07 17.87 0.88
H -18.18 17.30 2.34
O -18.01 19.77 2.51
*
```



The following is a DFT calculation (wB97M-V/def2-TZVPD) of a 12-piece molecular cluster, ClH22O15 overall in a non-equilibrium geometry.

Molecular weight, g/mol: 297.6
LUMO energy, eV: 2.64
Relative energy (zero: lowest compared OMol25 entry of this formula, charge and spin), kJ/mol: 96.3
HOMO energy, eV: -6.63

Geometry as ORCA input:
```
! wB97M-V def2-TZVPD RIJCOSX def2/J DEFGRID3
* xyz -1 1
H -21.29 -23.22 -25.62
O -25.13 -17.18 -25.83
O -19.31 -20.33 -28.51
H -20.41 -18.57 -26.73
O -22.14 -19.76 -24.37
O -22.18 -18.46 -27.00
Cl -22.66 -19.42 -28.06
H -22.63 -17.66 -30.19
H -24.08 -16.77 -28.72
H -24.36 -17.09 -25.30
O -22.55 -20.79 -27.47
H -19.38 -18.97 -25.55
O -24.08 -19.06 -28.33
H -24.91 -17.00 -26.73
O -21.77 -19.38 -29.30
H -19.99 -20.10 -29.14
H -19.58 -16.38 -24.81
H -21.10 -16.53 -28.87
O -22.72 -15.22 -26.68
H -19.58 -16.20 -28.89
H -21.63 -20.58 -24.51
H -19.51 -19.78 -27.77
O -21.51 -22.31 -25.43
O -20.29 -16.46 -28.34
H -21.96 -19.06 -24.99
H -24.72 -19.59 -25.74
H -20.02 -16.97 -26.11
O -20.30 -16.43 -25.41
H -21.99 -21.90 -26.18
H -21.86 -15.65 -26.43
O -19.50 -18.63 -26.47
H -21.64 -16.77 -30.93
O -22.30 -16.78 -30.26
H -23.67 -19.89 -24.66
H -23.23 -15.11 -25.92
O -24.62 -19.86 -24.86
H -23.93 -15.67 -27.85
O -24.60 -16.15 -28.32
*
```



The following is a DFT calculation (wB97M-V/def2-TZVPD) of a 2-piece molecular cluster, ClH2NO2P overall.

Molecular weight, g/mol: 114.4
LUMO energy, eV: 3.63
Relative energy (zero: lowest compared OMol25 entry of this formula, charge and spin), kJ/mol: 60.5
HOMO energy, eV: -4.59

Geometry as ORCA input:
```
! wB97M-V def2-TZVPD RIJCOSX def2/J DEFGRID3
* xyz -1 1
Cl 2.44 1.29 0.01
H 0.95 -0.56 -0.74
H 0.61 -1.06 0.80
N 0.22 -0.90 -0.12
O -1.58 0.73 -1.24
O -1.62 0.33 1.31
P -1.02 0.18 -0.01
*
```



The following is a DFT calculation (wB97M-V/def2-TZVPD) of a 2-piece molecular cluster, ClH2NO2Si overall in a non-equilibrium geometry.

Molecular weight, g/mol: 111.6
LUMO energy (spin up / spin down), eV: -0.35 / -4.09
Relative energy (zero: lowest compared OMol25 entry of this formula, charge and spin), kJ/mol: 237.7
HOMO energy (spin up / spin down), eV: -9.94 / -10.29

Geometry as ORCA input:
```
! wB97M-V def2-TZVPD RIJCOSX def2/J DEFGRID3
* xyz 0 3
Si 1.14 0.61 -0.01
N -2.04 -0.48 0.06
H 1.01 -0.30 1.13
O -1.24 0.37 -0.03
O 1.52 2.06 0.11
Cl -1.45 -2.14 0.01
H 1.05 -0.12 -1.27
*
```



The following is a DFT calculation (wB97M-V/def2-TZVPD) of a 2-piece molecular cluster, ClH2NOS overall in a non-equilibrium geometry.

Molecular weight, g/mol: 99.5
LUMO energy (spin up / spin down), eV: -1.02 / -1.48
Relative energy (zero: lowest compared OMol25 entry of this formula, charge and spin), kJ/mol: 201.3
HOMO energy (spin up / spin down), eV: -9.72 / -10.63

Geometry as ORCA input:
```
! wB97M-V def2-TZVPD RIJCOSX def2/J DEFGRID3
* xyz 0 1
S 1.01 -0.54 0.03
H -0.98 0.25 -1.13
O 1.41 -1.00 1.37
H -1.79 -0.52 0.07
N -1.26 0.34 -0.22
Cl 1.62 1.48 -0.12
*
```



The following is a DFT calculation (wB97M-V/def2-TZVPD) of a 2-piece molecular cluster, ClH2O overall in a non-equilibrium geometry.

Molecular weight, g/mol: 53.5
LUMO energy, eV: 4.14
Relative energy (zero: lowest compared OMol25 entry of this formula, charge and spin), kJ/mol: 27.7
HOMO energy, eV: -3.66

Geometry as ORCA input:
```
! wB97M-V def2-TZVPD RIJCOSX def2/J DEFGRID3
* xyz -1 1
Cl 2.88 0.43 -0.69
H -1.43 -0.49 0.79
H -0.24 0.07 -0.05
O -1.22 0.00 -0.04
*
```



The following is a DFT calculation (wB97M-V/def2-TZVPD) of a 2-piece molecular cluster, ClH2O2P overall in a non-equilibrium geometry.

Molecular weight, g/mol: 100.4
LUMO energy (spin up / spin down), eV: -0.92 / -0.92
Relative energy (zero: lowest compared OMol25 entry of this formula, charge and spin), kJ/mol: 305.1
HOMO energy (spin up / spin down), eV: -9.46 / -9.47

Geometry as ORCA input:
```
! wB97M-V def2-TZVPD RIJCOSX def2/J DEFGRID3
* xyz 0 1
H 0.17 0.68 -0.87
H 0.23 -0.36 2.31
Cl -2.64 -0.17 1.32
O -0.50 0.14 -1.30
O 0.11 -0.66 1.37
P -1.16 -1.26 0.59
*
```



The following is a DFT calculation (wB97M-V/def2-TZVPD) of a 18-piece molecular cluster, ClH34O21 overall in a non-equilibrium geometry.

Molecular weight, g/mol: 405.7
LUMO energy, eV: 1.53
Relative energy (zero: lowest compared OMol25 entry of this formula, charge and spin), kJ/mol: 112.6
HOMO energy, eV: -6.68

Geometry as ORCA input:
```
! wB97M-V def2-TZVPD RIJCOSX def2/J DEFGRID3
* xyz -1 1
O 1.73 -14.07 2.80
H 3.33 -9.43 4.56
O 0.00 -16.43 4.10
H 3.66 -8.27 2.78
O 1.92 -12.31 -2.38
H 4.48 -15.56 1.65
O 5.81 -10.98 2.10
H -0.46 -14.55 2.13
H 0.59 -16.04 3.46
H -0.56 -12.92 3.26
H 2.86 -11.99 6.27
H 2.72 -9.34 2.66
H 1.98 -14.59 0.66
H 5.62 -14.28 3.20
O 0.86 -11.83 6.66
O 6.41 -13.70 3.19
H 3.13 -12.13 4.78
H 3.72 -11.98 0.33
H 3.69 -14.74 2.58
H 0.60 -12.56 6.08
H 2.04 -13.25 -2.22
O 3.55 -12.19 5.63
O 4.31 -15.46 2.59
O 1.87 -12.33 1.18
H 5.30 -11.28 1.40
O 4.21 -11.24 -0.08
O 1.75 -11.76 3.56
O -0.03 -12.38 -0.69
H -1.66 -13.30 4.20
O 4.55 -14.63 5.27
O 1.61 -14.41 5.51
H -0.34 -15.70 4.60
O 3.62 -9.21 2.86
O -0.77 -13.50 3.93
H 5.05 -14.85 6.08
H 0.41 -12.37 0.18
H 1.00 -14.16 4.80
H -1.63 -14.30 1.32
O 1.94 -14.80 -0.26
Cl 2.31 -12.74 2.56
O 1.03 -9.50 2.19
H -0.94 -12.61 -0.54
H 5.95 -12.92 2.82
H 2.07 -9.53 5.45
H 1.36 -11.98 -1.67
H 1.13 -10.43 2.40
H 3.56 -10.60 -0.43
H 2.44 -14.42 5.01
H 1.03 -12.16 7.52
H 5.31 -10.62 2.78
H 1.19 -9.49 1.27
H 4.29 -13.71 5.46
O -0.81 -14.74 1.28
O 3.82 -12.89 2.68
O 2.99 -9.31 5.48
H 1.04 -14.54 -0.52
*
```



The following is a DFT calculation (wB97M-V/def2-TZVPD) of ClH3N2S in the gas phase in a non-equilibrium geometry.

Molecular weight, g/mol: 98.6
LUMO energy, eV: -0.85
Relative energy (zero: lowest compared OMol25 entry of this formula, charge and spin), kJ/mol: 42.0
HOMO energy, eV: -9.72

Geometry as ORCA input:
```
! wB97M-V def2-TZVPD RIJCOSX def2/J DEFGRID3
* xyz 0 1
Cl 2.70 -0.40 0.14
H -1.28 -0.62 -0.24
H -0.08 -1.66 -0.52
N 0.18 1.61 0.45
N -0.33 -0.72 -0.33
H 0.00 2.56 0.16
S 0.72 0.58 -0.60
*
```



The following is a DFT calculation (wB97M-V/def2-TZVPD) of ClH3N2S in the gas phase in a non-equilibrium geometry.

Molecular weight, g/mol: 98.6
LUMO energy (spin up / spin down), eV: -1.06 / -1.06
Relative energy (zero: lowest compared OMol25 entry of this formula, charge and spin), kJ/mol: 26.8
HOMO energy (spin up / spin down), eV: -9.68 / -9.68

Geometry as ORCA input:
```
! wB97M-V def2-TZVPD RIJCOSX def2/J DEFGRID3
* xyz 0 1
H -0.22 1.72 0.39
N 0.52 -1.23 -0.38
H 0.36 -2.29 -0.39
S -0.09 -0.41 0.71
H 1.16 0.95 -0.44
Cl -2.35 0.24 -0.28
N 0.63 1.01 0.39
*
```



The following is a DFT calculation (wB97M-V/def2-TZVPD) of a 2-piece molecular cluster, ClH3O2SSi overall in a non-equilibrium geometry.

Molecular weight, g/mol: 130.6
LUMO energy, eV: -1.01
SMILES string: O=[SiH2].OSCl
Relative energy (zero: lowest compared OMol25 entry of this formula, charge and spin), kJ/mol: 110.4
HOMO energy, eV: -8.56

Geometry as ORCA input:
```
! wB97M-V def2-TZVPD RIJCOSX def2/J DEFGRID3
* xyz 0 1
Cl 3.28 1.08 0.30
O 2.15 -1.53 0.66
H -2.97 -0.03 -0.19
H -1.51 1.44 0.43
H 1.25 -1.57 0.44
Si -1.59 0.13 0.06
O -0.67 -1.10 0.11
S 3.10 -0.85 -0.39
*
```